The following is a quantum chemistry calculation of C12H29NO2S2Yb as an isolated structure at a distorted geometry, from the OMol25 dataset.

XYZ file:
```
47
Properties=species:S:1:pos:R:3:forces:R:3:mulliken_charge:R:1
Yb -0.206059 0.069966 0.458467 -0.1070 0.5212 -0.1337 0.989
S 1.453212 0.209002 2.740225 -0.3391 0.3617 -0.9141 -0.021
S -0.684631 1.552250 -1.820370 0.6704 0.2408 0.1871 0.020
C 1.553278 2.016416 3.004401 -0.2101 0.2467 0.2268 -0.771
C 2.885105 -0.098297 1.621719 0.4220 0.0034 0.1160 -0.700
C 3.064892 0.840290 0.434194 0.4281 -0.1360 0.2739 -0.766
N 2.039969 0.579386 -0.604633 -0.3461 -0.3511 0.2069 -0.017
C 2.143362 1.556160 -1.724374 -0.2293 0.0742 -0.1576 -0.798
C 0.952188 1.378351 -2.647521 -0.0522 -0.0737 -0.2164 -0.685
H 2.769399 -1.137222 1.267904 0.1873 0.1968 0.2995 0.441
H 3.774005 -0.043611 2.260865 -0.1374 -0.1952 -0.1375 0.508
H 4.086077 0.675462 0.033044 -0.4944 0.1782 0.1459 0.400
H 2.986736 1.893041 0.736073 0.1605 -0.3152 -0.1586 0.406
H 3.067107 1.392331 -2.313280 -0.3485 0.1226 0.3622 0.390
H 2.177251 2.569821 -1.303382 0.0957 -0.3168 -0.1206 0.409
H 0.971645 0.373156 -3.093698 -0.1502 0.3028 -0.0514 0.413
H 0.971911 2.122820 -3.450236 -0.0278 -0.2275 0.0179 0.506
C -0.534654 3.271961 -1.214762 -0.3302 0.1656 0.2519 -0.888
H 2.277876 -0.328661 -1.018382 0.0839 0.0611 0.0353 0.375
H 0.387068 3.457712 -0.647713 -0.2664 -0.1414 -0.2220 0.259
H -1.400016 3.449909 -0.563818 0.1682 0.0419 -0.2312 0.371
H -0.593026 3.952936 -2.072948 0.0236 -0.2327 0.1876 0.419
H 0.598470 2.326627 3.452595 0.3327 -0.1362 -0.0311 0.369
H 1.705213 2.582453 2.075856 -0.0288 -0.2141 0.3157 0.225
H 2.358223 2.231290 3.719509 -0.1870 -0.1117 -0.2461 0.409
C 0.970640 -4.686371 -1.769915 -0.4735 0.0461 0.2455 -0.571
C -0.244506 -4.946111 -1.256201 0.5502 0.1316 -0.1367 -0.556
H 1.885224 -4.833558 -1.180404 -0.4286 0.0551 -0.2554 0.275
H 1.099877 -4.360256 -2.811312 -0.0702 -0.2796 0.4348 0.319
H -0.369779 -5.289660 -0.220666 0.0761 0.0368 -0.5052 0.274
H -1.153779 -4.871504 -1.868414 0.4535 -0.1121 0.2482 0.311
C -1.693376 -2.036263 -1.427684 -0.2151 -0.0301 -0.9859 -0.681
O -1.628562 -1.527335 -0.077477 0.2438 0.5040 0.6522 -0.234
C -2.862817 -1.523583 0.705624 -0.3434 0.2593 0.5946 -0.527
C -3.376640 -0.094112 0.817703 -0.2442 -0.3594 -0.6161 -0.502
O -2.266921 0.773769 1.212291 0.6316 -0.7572 -0.4440 -0.159
C -2.455475 1.567612 2.402843 0.0056 0.3761 0.8373 -0.695
H -0.695772 -2.415891 -1.666119 -0.2517 -0.1226 0.0099 0.215
H -1.974549 -1.223585 -2.117996 -0.0977 -0.3288 0.2468 0.344
H -2.425324 -2.855237 -1.471759 0.3804 0.2717 -0.0291 0.364
H -3.621587 -2.153680 0.222522 0.3230 0.0444 0.1804 0.530
H -2.608485 -1.915067 1.704273 -0.0899 -0.0768 -0.4399 0.261
H -3.731030 0.254282 -0.164930 0.0319 0.0656 0.4016 0.241
H -4.193532 -0.049165 1.551971 0.3014 0.0987 -0.2169 0.543
H -1.943275 2.522710 2.234777 -0.3590 -0.1006 0.0530 0.247
H -3.532276 1.713668 2.595758 0.6022 0.0929 -0.1205 0.410
H -1.982656 1.055786 3.255379 -0.3444 0.1196 -0.1608 0.328
```
Forces are in eV/Å.

The calculation puts the orbital gap (alpha / beta) at 7.16 / 4.89 eV. Its spin multiplicity is 2. The total energy is -71671.927 eV. For the largest force on an atom, the calculation gives 1.08 eV/Å. The HOMO energy (alpha / beta) comes out at -0.646 / -0.646 hartree. Its LUMO energy (alpha / beta) is -10.42 / -12.69 eV. As for the total charge: +3.